(1)
Here is a structure of composition C6H14BNO3 at a distorted geometry from the OMol25 dataset. Energies are from wB97M-V/def2-TZVPD.

XYZ file:
```
25
C6H14BNO3 | the OMol25 dataset | wB97M-V/def2-TZVPD
B 3.3753 -0.2408 0.0769
C -2.6901 -0.4953 0.0176
C -1.5794 -1.1835 -0.7803
C -2.4340 1.0509 -0.1045
C -0.2605 -0.7866 -0.2030
C -1.0883 1.3696 0.5209
C 0.0503 0.6743 -0.3297
N 1.1640 1.2048 0.2769
O 2.9416 -0.7311 1.3129
O 4.5482 -0.6507 -0.3539
O 2.5977 0.5675 -0.6711
H -3.6770 -0.8531 -0.3398
H -2.5330 -0.8192 1.0612
H -1.7918 -2.3563 -0.8127
H -1.3879 -0.9658 -1.9581
H -2.3186 1.5262 -1.0877
H -3.4190 1.5030 0.2714
H -0.1575 -1.1270 0.8252
H 0.6352 -1.3418 -0.6679
H -0.9255 2.4154 0.7384
H -1.1370 1.0971 1.6405
H -0.1425 1.1118 -1.3987
H 1.4372 0.6157 1.2052
H 3.6366 -1.2070 1.8219
H 5.1561 -0.3779 -1.0616
```

- HOMO-LUMO gap: 10.180 eV
- Energy above the lowest of the compared OMol25 structures with the same formula, charge and spin: 28.6 kcal/mol
- LUMO level: 0.456 eV


(2)
Here is an isolated molecule of C6H14Cl2Si at a distorted geometry from the OMol25 dataset. Energies are from wB97M-V/def2-TZVPD.

XYZ file:
```
23
C6H14Cl2Si | the OMol25 dataset | wB97M-V/def2-TZVPD
C 1.3548 -3.3963 0.8983
C 0.7837 -2.4357 -0.1195
C 1.0396 -1.0147 0.2298
Si 0.3988 0.0569 -1.1589
Cl 1.6955 0.0449 -2.8109
Cl -1.4161 -0.6831 -1.8867
C -0.0679 1.8138 -0.6506
C -1.2305 1.8859 0.3626
C -1.8874 3.2490 0.4897
H 0.9566 -3.1767 1.9045
H 2.4355 -3.3732 0.8781
H 1.0197 -4.4341 0.5941
H -0.2962 -2.5519 -0.2211
H 1.1560 -2.5895 -1.1365
H 0.5947 -0.6860 1.1612
H 2.1210 -0.8447 0.3500
H 0.7997 2.4094 -0.3761
H -0.3860 2.2062 -1.6107
H -2.0489 1.1741 0.1284
H -0.8044 1.5825 1.3499
H -2.3523 3.5474 -0.4253
H -2.6671 3.1699 1.2495
H -1.1989 4.0457 0.8002
```

- HOMO-LUMO gap: 10.982 eV
- SMILES: CCC[Si](Cl)(Cl)CCC
- Energy above the lowest of the compared OMol25 structures with the same formula, charge and spin: 5.7 kcal/mol
- LUMO level: 0.752 eV


(3)
Here is a structure of composition C6H14ClCrI2NO2P at a distorted geometry from the OMol25 dataset. Energies are from wB97M-V/def2-TZVPD.

XYZ file:
```
28
C6H14ClCrI2NO2P | the OMol25 dataset | wB97M-V/def2-TZVPD
I -1.9293 0.5106 -1.7021
I 2.5492 0.7341 -0.4533
Cr -0.0858 -0.2614 0.2262
P 0.5995 -1.5819 -1.8160
C 0.9852 -0.6427 -3.3180
C 2.0506 -2.6169 -1.4987
H -1.0240 -3.3020 -1.4023
H -0.2615 -3.4720 -3.0161
H -1.5208 -2.2483 -2.7535
C -0.6749 -2.7658 -2.2913
H 1.9108 -3.1539 -0.5518
H 2.1725 -3.3279 -2.3229
H 1.2591 -1.3283 -4.1285
H 1.8183 0.0403 -3.1333
H 2.9507 -1.9943 -1.4299
H 0.1147 -0.0574 -3.6259
C 0.3201 1.7512 -0.8793
O 0.3027 2.8065 -1.3759
Cl -0.4599 -2.2393 1.2212
C -1.3277 2.2763 3.5453
C -1.2921 1.1502 2.5721
N -2.2424 0.1946 2.7210
O -0.4179 1.1450 1.6698
H -2.1426 2.1364 4.2702
H -1.4811 3.2151 3.0290
H -0.3906 2.3325 4.0848
H -2.1913 -0.6892 2.1801
H -2.9339 0.2840 3.4411
```

- HOMO-LUMO gap (alpha / beta): 6.197 / 5.391 eV
- 2S+1: 4
- Energy above the lowest of the compared OMol25 structures with the same formula, charge and spin: 16.6 kcal/mol
- LUMO level (alpha / beta): -10.834 / -11.456 eV
- Net charge: +2


(4)
Here is a structure of composition C6H14ClKO7 at a distorted geometry from the OMol25 dataset. Energies are from wB97M-V/def2-TZVPD.

XYZ file:
```
29
C6H14ClKO7 | the OMol25 dataset | wB97M-V/def2-TZVPD
K -0.6150 0.7143 -0.8507
C 2.6065 0.2454 -1.2210
O 1.7436 1.0520 -0.4352
C 1.8911 0.8272 0.9480
C 0.9184 1.7239 1.7021
O -0.4477 1.4895 1.4048
C -1.1488 0.5888 2.2456
C -1.1691 -0.8511 1.7502
O -1.8138 -0.8959 0.4981
C -1.8680 -2.2038 -0.0488
H 3.6510 0.4091 -0.9380
H 2.4610 0.5305 -2.2599
H 2.3650 -0.8173 -1.1158
H 2.9081 1.0837 1.2726
H 1.7197 -0.2317 1.1853
H 1.1225 2.7549 1.4074
H 1.0988 1.6265 2.7774
H -2.1812 0.9419 2.2782
H -0.7395 0.6144 3.2606
H -1.7172 -1.4538 2.4862
H -0.1517 -1.2583 1.6731
H -2.3707 -2.8894 0.6408
H -0.8663 -2.5848 -0.2723
H -2.4292 -2.1445 -0.9779
O -0.1031 0.5315 -4.5418
Cl -0.9997 0.1430 -3.5112
O -2.1194 -0.5728 -4.0120
O -0.2919 -0.6891 -2.5522
O -1.4533 1.3156 -2.7936
```

- HOMO-LUMO gap: 9.731 eV
- Energy above the lowest of the compared OMol25 structures with the same formula, charge and spin: 19.4 kcal/mol
- LUMO level: -0.067 eV


(5)
Here is an isolated molecule of C6H14ClO2P at a distorted geometry from the OMol25 dataset. Energies are from wB97M-V/def2-TZVPD.

XYZ file:
```
24
C6H14ClO2P | the OMol25 dataset | wB97M-V/def2-TZVPD
C -1.8020 1.7909 1.3533
C -1.2263 0.6134 0.5767
C -1.7252 0.8113 -0.8679
Cl -1.6450 -0.9486 1.2886
C 0.6453 0.5687 0.6387
O 1.0384 1.9152 0.3682
P 1.2371 -0.6431 -0.6942
C 0.1109 -2.1433 -0.9659
C 2.6474 -1.2776 0.2952
O 1.4660 0.0926 -1.9431
H -1.2570 2.7337 1.0197
H -1.7257 1.6880 2.4955
H -2.9405 1.8688 1.1215
H -1.5046 1.7826 -1.2272
H -2.7808 0.7635 -0.9844
H -1.3140 0.0922 -1.6167
H 0.8509 0.2720 1.5980
H 1.5110 1.7773 -0.4964
H 0.6750 -2.8780 -1.6975
H -0.2137 -2.6364 0.0086
H -0.8425 -1.8827 -1.4945
H 3.4803 -0.4677 0.3252
H 2.2054 -1.7988 1.1054
H 3.1096 -2.0939 -0.2071
```

- HOMO-LUMO gap: 10.038 eV
- SMILES: CC(C)(Cl)[C@H](O)P(C)(C)=O
- Energy above the lowest of the compared OMol25 structures with the same formula, charge and spin: 9.8 kcal/mol
- LUMO level: 0.645 eV


(6)
Here is a structure of composition C6H14ClO3PS at a distorted geometry from the OMol25 dataset. Energies are from wB97M-V/def2-TZVPD.

XYZ file:
```
26
C6H14ClO3PS | the OMol25 dataset | wB97M-V/def2-TZVPD
C -4.1837 1.7514 0.4644
C -3.3101 0.5032 0.4345
C -1.8301 0.8573 0.2952
C -0.9418 -0.3757 0.4704
C 0.4984 -0.0565 0.2909
C 2.5784 -0.9312 -0.3742
O 4.8608 0.1580 0.2918
O 2.8777 0.8658 1.5839
O 1.2937 -0.9925 -0.0492
P 3.6103 -2.3739 0.1113
S 3.4611 0.4395 0.3461
Cl 3.1282 1.9697 -0.9612
H -3.9648 2.3485 1.3461
H -4.0035 2.3652 -0.4145
H -5.2359 1.4807 0.4849
H -3.6101 -0.1318 -0.4017
H -3.4618 -0.0655 1.3543
H -1.6538 1.3016 -0.6856
H -1.5622 1.5972 1.0503
H -1.2284 -1.1657 -0.2278
H -1.0943 -0.7742 1.4812
H 0.8559 0.9483 0.4747
H 2.7904 -2.2396 -3.2931
H 2.7677 -1.9703 -2.5498
H 2.8370 -3.2943 -0.5989
H 4.5207 -2.2153 -0.9242
```

- HOMO-LUMO gap (alpha / beta): 7.170 / 7.303 eV
- Energy above the lowest of the compared OMol25 structures with the same formula, charge and spin: 125.2 kcal/mol
- LUMO level (alpha / beta): -0.756 / -0.660 eV


Q: Which formula does entry 3 have?
A: C6H14ClCrI2NO2P


Q: Look up the energy above the lowest of the compared OMol25 structures with the same formula, charge and spin of the sixth one.
A: 125.2 kcal/mol